The following is a DFT calculation (wB97M-V/def2-TZVPD) of a 2-piece molecular cluster, C14H20N2O overall in a non-equilibrium geometry.

Atoms and positions in Å:
C 3.07865 0.06748 -1.63994
C 1.72180 -0.09893 -2.26916
C 1.47413 -1.05707 -3.22035
N 0.07695 -1.07410 -3.48776
C -0.46814 0.07481 -2.97287
C -1.68623 0.70082 -3.24060
C -2.18342 1.53850 -2.25034
C -1.32410 2.05755 -1.23843
C -0.04385 1.59283 -1.18698
C 0.47165 0.59421 -2.06330
H 3.66223 -0.87148 -1.67987
H 3.00216 0.23649 -0.55570
H 3.66462 0.82136 -2.16152
H 1.92227 -1.65696 -4.02000
H -0.31211 -1.38745 -4.36455
H -2.29492 0.45056 -4.09720
H -2.96605 2.29151 -2.44096
H -1.62175 2.71875 -0.44390
H 0.74236 1.96918 -0.51059
C -0.40441 1.31160 3.54732
C -1.22548 0.26026 2.82457
N -0.48031 -0.97564 2.49339
C 0.00219 -1.66526 3.76785
C 0.26314 -1.03923 1.30143
C -0.48298 -1.54584 0.12370
O 1.44014 -0.72570 1.37284
H 0.56487 1.66688 3.23074
H -0.07040 1.17141 4.57735
H -1.03821 2.17148 3.72383
H -2.07408 0.09846 3.48368
H -1.45257 0.72279 1.83568
H -0.82047 -2.30696 4.00286
H 1.01336 -2.00093 3.61688
H 0.09635 -0.85015 4.50706
H -0.59497 -2.62891 0.21240
H -1.50818 -1.16255 0.15257
H -0.14426 -1.46978 -0.93015

## Properties
charge	0
SMILES	Cc1c[nH]c2ccccc12.CCN(C)C(C)=O
E_tot	-19867.847	eV

Results of the Löwdin charge analysis, in e, for atoms 1 through 4: atom 1 (C): -0.046, atom 2 (C): -0.222, atom 3 (C): -0.038, atom 4 (N): 0.057

---

The following is a DFT calculation (wB97M-V/def2-TZVPD) of C14H20N4O2V as an isolated structure.

Atoms and positions in Å:
V -0.98583 -0.70442 1.18366
C -2.70376 -1.39327 2.59749
C -1.49120 -1.60801 3.26893
C -0.51650 -2.45079 2.70848
C -0.74609 -3.05154 1.46655
C -1.94946 -2.81292 0.78190
C -2.93428 -1.99698 1.35351
H -3.45112 -0.74217 3.02982
H -1.31133 -1.13240 4.22346
H 0.40858 -2.62889 3.23909
H -0.00021 -3.70044 1.03147
H -2.12445 -3.27264 -0.18104
H -3.86130 -1.81527 0.82744
O 0.59612 0.44249 0.80824
N 0.34742 1.66694 0.41540
N -0.87780 1.90180 0.28376
O -1.77721 0.97367 0.53132
C -1.34377 3.21464 -0.12797
C -0.41525 4.19461 -0.44950
C -0.89247 5.43694 -0.83071
C -2.25978 5.68044 -0.88564
C -3.16154 4.68110 -0.55949
C -2.71033 3.42636 -0.17377
H 0.64485 4.00139 -0.39599
H -0.18961 6.21870 -1.08278
H -2.61925 6.65603 -1.18228
H -4.22464 4.87294 -0.60103
H -3.39982 2.63877 0.08431
N 4.67339 -1.53622 -1.95123
C 3.81438 -2.77383 -2.13200
C 2.73280 -2.86711 -1.05767
N 1.64029 -1.91905 -1.13536
H 5.40141 -1.48007 -2.66742
H 5.13660 -1.53436 -1.03942
H 4.11375 -0.68289 -2.01728
H 4.49641 -3.62179 -2.10790
H 3.38636 -2.69168 -3.13017
H 3.19260 -2.80102 -0.06701
H 2.33214 -3.87999 -1.12643
H 1.16108 -1.94920 -2.02687
H 1.86881 -0.95985 -0.90585

## Properties
charge	+2
spin multiplicity	4
E_tot	-50568.938	eV

Results of the Löwdin charge analysis, in e, for atoms 1 through 4: atom 1 (V): 0.935, atom 2 (C): -0.077, atom 3 (C): -0.079, atom 4 (C): -0.081

---

The following is a DFT calculation (wB97M-V/def2-TZVPD) of C14H20N6O2S2 as an isolated structure in a non-equilibrium geometry.

Atoms and positions in Å:
C -0.72456 2.00805 6.66310
H -1.43617 1.59115 7.22027
H -1.13787 2.95641 6.08999
H 0.09673 2.47428 7.21970
C -0.43285 1.27485 5.58714
C -1.54235 0.52285 4.95314
O -2.70245 0.38664 5.45491
N -1.22829 0.13148 3.64497
C -0.15601 -0.03771 2.84594
N -0.34372 -0.83232 1.68555
N 1.00753 -0.89810 1.04928
C 1.89923 -0.11740 1.55766
C 2.95340 0.00946 0.81078
H 3.43907 0.91475 0.67514
H 3.87901 -0.39286 1.50392
C 3.13149 -0.93378 -0.42470
C 1.99750 -0.27495 -1.45737
N 1.82859 0.95631 -1.43115
N 1.05252 1.39769 -2.48361
C 0.55016 0.20899 -2.97364
N -0.46254 0.49962 -3.94699
C -0.80662 -0.84110 -4.53750
O -0.33504 -1.85428 -4.44068
C -1.89398 -0.55288 -5.64777
C -1.02468 0.28348 -7.03159
H -1.89358 0.28442 -7.86848
H -0.74406 -0.75441 -7.35199
H -0.42184 0.94737 -6.85933
H -2.60857 0.33806 -5.28760
C -2.84512 -1.69238 -6.01763
H -3.25388 -1.84145 -5.12302
H -2.19177 -2.32965 -6.24616
H -3.46324 -1.45074 -6.83339
H -0.96004 1.35302 -4.13862
S 1.17078 -1.19132 -2.53053
H 3.13965 -1.92462 -0.42651
H 4.17125 -0.55577 -0.99455
S 1.43352 0.30118 3.03397
H -2.04922 -0.42900 3.27159
C 0.63324 -0.13685 6.37156
H -0.22055 -0.74060 6.89979
H 0.90147 -0.98501 5.65703
H 1.34007 0.29611 6.87874
H 0.25379 1.63099 4.97861

## Properties
charge	0
E_tot	-49535.416	eV

Results of the Löwdin charge analysis, in e, for atoms 1 through 4: atom 1 (C): -0.122, atom 2 (H): 0.052, atom 3 (H): 0.158, atom 4 (H): 0.111

---

The following is a DFT calculation (wB97M-V/def2-TZVPD) of C14H21AlCl3F2NO2S as an isolated structure in a non-equilibrium geometry.

Atoms and positions in Å:
N -2.89524 -0.16681 3.92690
C -3.12974 0.41489 2.54931
C -2.92678 -0.63546 1.30701
C -1.77106 -1.77472 1.53946
S -0.37467 -1.65055 0.24108
C 0.06175 0.20939 0.28358
C 0.06566 1.17107 -1.05959
C 0.42018 2.77967 -0.85877
C 0.74323 3.33234 0.67613
C 0.75418 2.38554 2.02140
C 0.40510 0.79090 1.81359
H -1.84441 -0.20812 4.08971
H -3.22682 0.55571 4.62623
H -4.27785 0.74091 2.52216
H -2.52967 1.43827 2.41968
H -2.74933 0.03088 0.33401
H -3.93914 -1.22750 1.08747
H -2.22932 -2.85434 1.51504
H -1.20569 -1.68659 2.58367
H -0.86080 -2.00373 -1.04173
H -0.19409 0.67096 -2.09361
H 0.39464 3.49179 -1.81593
H 0.96309 4.49153 0.81815
H 0.95293 2.74685 3.12039
H 0.37917 0.05126 2.74561
F -2.71697 0.72954 -1.22888
C -2.44339 -4.71857 -2.53336
Cl -2.19425 -5.69366 -3.99171
Cl -1.95108 -3.04002 -2.81583
Cl -4.13702 -4.79177 -2.01786
H -1.82200 -5.12979 -1.73386
Al -1.61788 1.17482 -2.59120
F -4.51247 1.44867 -0.92474
O 2.69829 0.93860 -3.41875
C 3.32502 0.66843 -2.40761
O 3.18994 -0.49505 -1.70600
C 3.99009 -0.42632 -0.52667
C 5.03912 0.61467 -0.81787
C 4.31212 1.57000 -1.73014
H 3.34829 -0.14563 0.31504
H 4.43265 -1.40590 -0.32373
H 5.43773 1.08800 0.08336
H 5.87651 0.15651 -1.35814
H 3.76992 2.33585 -1.16862
H 4.99005 2.02745 -2.45440

## Properties
charge	+2
E_tot	-80844.586	eV

Results of the Löwdin charge analysis, in e, for atoms 1 through 4: atom 1 (N): -0.045, atom 2 (C): -0.280, atom 3 (C): -0.208, atom 4 (C): -0.321